Entry 1:
{
  "formula": "C18H24N4O4",
  "method": "the ωB97M-V functional and the def2-TZVPD basis",
  "elements": ["O", "O", "N", "O", "O", "C", "C", "C", "C", "C", "C", "C", "C", "C", "C", "C", "N", "N", "N", "C", "C", "C", "C", "C", "C", "C", "H", "H", "H", "H", "H", "H", "H", "H", "H", "H", "H", "H", "H", "H", "H", "H", "H", "H", "H", "H", "H", "H", "H", "H"],
  "xyz": [[0.8525, -0.4288, 1.0917], [1.1181, 0.8092, -2.5662], [-2.9487, 3.0067, 0.6252], [3.4942, 0.3060, 1.1366], [0.1675, -1.5220, -0.8597], [0.8294, -1.4471, 0.4234], [0.3122, 0.8693, -1.7035], [-2.1045, 2.5559, 1.5000], [-0.8769, 2.2847, 0.7782], [-1.0462, 2.6132, -0.5617], [1.5709, -5.1260, 0.6951], [2.4393, -5.0927, 1.7406], [1.0692, -3.8576, 0.2190], [2.6031, -3.9404, 2.4492], [1.3254, -2.7232, 0.9788], [1.9810, -2.7247, 2.1976], [-0.1988, 2.1694, -1.5417], [2.1279, -1.5632, 3.0206], [-2.3129, 3.1399, -0.5935], [-1.2183, -0.8794, -2.5443], [-3.9769, 2.1092, -2.1813], [-3.7991, 4.6279, -2.0867], [4.2355, -0.6774, 1.8219], [-0.4735, -0.3349, -1.2389], [3.4690, -0.9466, 3.1369], [-2.9744, 3.2897, -1.9370], [2.4993, 0.2373, 1.1405], [-2.2521, 2.4306, 2.5550], [-0.0126, 1.7967, 1.2130], [1.3899, -6.0361, 0.1622], [2.8855, -6.0375, 2.0673], [0.4732, -3.7661, -0.7173], [3.2552, -4.0555, 3.3735], [-0.1509, 2.7810, -2.3829], [1.3649, -0.9419, 2.8896], [-0.4775, -1.4343, -3.1524], [-1.7322, -0.1297, -3.2031], [-1.8667, -1.6394, -2.2735], [-3.4450, 1.1664, -1.9905], [-4.1913, 2.1814, -3.2680], [-4.8278, 2.4359, -1.6229], [-3.4049, 5.4264, -2.7576], [-3.7857, 5.0733, -1.1349], [-4.8667, 4.3281, -2.4113], [4.3508, -1.6818, 1.3253], [5.2466, -0.3842, 1.9854], [-1.1944, -0.1159, -0.4049], [3.1577, 0.0579, 3.5242], [4.1663, -1.4191, 3.8396], [-2.2466, 3.2098, -2.7565]],
  "de_lowest_kcal_mol": 116.7,
  "smiles": "CC(C)n1nccc1NC(=O)[C@@H](C)OC(=O)c1ccccc1NCCO",
  "multiplicity": 1,
  "homo_ev": -8.50,
  "lumo_ev": 0.060,
  "homo_lumo_gap_ev": 8.6
}

***

Entry 2:
{
  "formula": "C43H36BrCl2ErIN3O2S3",
  "method": "the ωB97M-V functional and the def2-TZVPD basis",
  "elements": ["Er", "C", "C", "C", "C", "N", "C", "C", "C", "C", "C", "C", "N", "C", "C", "C", "C", "C", "N", "H", "H", "H", "H", "H", "H", "H", "H", "H", "H", "H", "O", "S", "C", "C", "C", "C", "S", "O", "C", "C", "C", "C", "C", "C", "C", "C", "C", "C", "C", "C", "H", "H", "H", "H", "H", "H", "H", "H", "H", "H", "H", "H", "H", "H", "H", "H", "H", "H", "Cl", "C", "C", "C", "C", "C", "Cl", "C", "S", "H", "H", "H", "Br", "C", "C", "C", "C", "C", "C", "I", "H", "H", "H", "H"],
  "xyz": [[0.0247, -0.1717, 0.6751], [-2.2879, 3.6569, 1.8968], [-2.3696, 4.4171, 0.7441], [-1.8609, 3.9061, -0.4403], [-1.3250, 2.6276, -0.4543], [-1.2029, 1.9130, 0.6800], [-1.6572, 2.4270, 1.8229], [-0.9260, 1.9368, -1.7052], [-1.2941, 2.4355, -2.9494], [-1.0384, 1.6769, -4.0758], [-0.4276, 0.4439, -3.9354], [-0.0400, 0.0230, -2.6693], [-0.2810, 0.7674, -1.5794], [0.5904, -1.3092, -2.4743], [1.2299, -1.9617, -3.5225], [1.7359, -3.2363, -3.3268], [1.5870, -3.8283, -2.0837], [0.9707, -3.0987, -1.0837], [0.4930, -1.8668, -1.2565], [-2.6665, 4.0185, 2.8414], [-2.8075, 5.4059, 0.7656], [-1.8724, 4.5124, -1.3332], [-1.4872, 1.8331, 2.7121], [-1.8036, 3.3808, -3.0469], [-1.3363, 2.0327, -5.0525], [-0.2755, -0.1823, -4.8012], [1.3653, -1.4719, -4.4754], [2.2415, -3.7513, -4.1318], [1.9573, -4.8238, -1.8869], [0.8575, -3.5190, -0.0898], [-1.5551, -0.6383, 2.3364], [-1.9393, -1.2591, 3.6726], [-3.3924, -2.3637, 3.3768], [-3.5609, -2.7916, 1.9287], [-4.3154, -1.7626, 1.0937], [-4.4020, -2.1808, -0.3654], [-2.8794, -1.6760, -1.2929], [-1.9263, -1.1390, -0.2513], [-3.6239, -0.2264, -2.0517], [-3.9642, -0.2928, -3.3950], [-4.5844, 0.7949, -3.9922], [-4.8527, 1.9337, -3.2456], [-4.4982, 1.9929, -1.9036], [-3.8763, 0.9105, -1.3002], [-0.8319, -2.6517, 3.9243], [-0.2042, -3.2689, 2.8555], [0.6510, -4.3317, 3.0960], [0.8742, -4.7624, 4.3970], [0.2434, -4.1353, 5.4597], [-0.6143, -3.0716, 5.2256], [-4.2699, -1.8246, 3.7369], [-3.2212, -3.2188, 4.0283], [-4.1136, -3.7335, 1.9094], [-2.5795, -2.9757, 1.4856], [-3.8094, -0.7989, 1.1668], [-5.3254, -1.6439, 1.4907], [-5.2420, -1.7194, -0.8795], [-4.4823, -3.2633, -0.4712], [-3.7556, -1.1937, -3.9598], [-4.8688, 0.7479, -5.0345], [-5.3510, 2.7763, -3.7061], [-4.7213, 2.8758, -1.3192], [-3.5972, 0.9410, -0.2543], [-0.3937, -2.9287, 1.8401], [1.1505, -4.8256, 2.2719], [1.5540, -5.5834, 4.5799], [0.4310, -4.4613, 6.4731], [-1.1082, -2.5627, 6.0444], [2.7360, -0.4828, -0.0957], [3.4969, -1.3030, 1.2492], [4.6061, -2.0860, 0.9911], [5.2231, -2.7349, 2.0459], [4.7423, -2.5678, 3.3350], [3.6486, -1.7528, 3.5745], [3.1488, -1.4904, 5.1998], [2.9616, -1.1118, 2.5262], [1.5818, -0.0879, 2.8468], [4.9897, -2.1687, -0.0168], [6.0905, -3.3538, 1.8684], [5.2310, -3.0509, 4.1696], [0.5488, 5.0968, 2.9148], [2.3736, 4.6862, 3.1536], [3.0458, 5.3100, 4.1936], [4.3858, 5.0363, 4.4119], [5.0450, 4.1216, 3.6078], [4.3777, 3.5008, 2.5637], [3.0432, 3.7890, 2.3304], [2.1083, 2.9024, 0.6370], [2.5137, 6.0071, 4.8252], [4.9052, 5.5425, 5.2132], [6.0868, 3.8932, 3.7837], [4.8986, 2.7982, 1.9287]],
  "multiplicity": 4,
  "charge": 2,
  "homo_ev": [-11.93, -11.94],
  "lumo_ev": [-5.646, -5.636],
  "homo_lumo_gap_ev": [6.3, 6.3]
}

***

no.,energy (eV)
1,-33202.846
2,-217047.193